# 1
Entry from the Open Molecules 2025 dataset: 2 unconnected molecules or ions with the total composition C5H11N2 (the ωB97M-V functional and the def2-TZVPD basis).

Cartesian coordinates (Å):
C 0.436 -1.963 -0.287
C 0.483 -3.282 -0.391
C -1.325 -1.260 1.010
N -0.763 -1.214 -0.127
H 1.360 -1.390 -0.310
H -0.445 -3.849 -0.356
H 1.386 -3.854 -0.245
H -2.292 -0.780 1.152
H -0.899 -1.672 1.928
C 0.180 2.274 0.268
C 1.235 3.025 0.015
N -0.469 1.434 -0.729
H -0.203 2.119 1.269
H 1.719 3.551 0.825
H 1.568 3.258 -0.989
H 0.010 1.430 -1.632
H -0.583 0.393 -0.409
H -1.399 1.780 -0.990

Output
- HOMO-LUMO gap (eV) = 9.83
- ΔE to the lowest compared entry with this formula, charge and spin (kcal/mol) = 57.0
- net charge = +1
- E_LUMO (eV) = -3.36
- 2S+1 = 1

***

# 2
Entry from the Open Molecules 2025 dataset: 9 unconnected molecules or ions with the total composition C47H100FN12O11S (the ωB97M-V functional and the def2-TZVPD basis).

Cartesian coordinates (Å):
C 5.693 -0.259 5.641
C 6.584 0.549 4.676
C 5.737 1.464 3.760
C 5.732 0.927 2.315
C 5.004 1.914 1.380
C 3.545 1.506 1.158
C 2.926 2.186 -0.077
C 2.230 3.506 0.292
C 0.733 3.296 0.459
N 0.097 2.825 -0.780
C 0.336 3.550 -2.027
C -0.778 4.528 -2.327
O -1.384 4.543 -3.383
C -0.658 1.774 -0.799
N -1.215 1.231 -1.961
C -2.631 1.670 -2.047
C -3.355 1.128 -3.262
F -3.976 -0.066 -2.968
C -0.942 -0.201 -1.677
C -1.284 -1.238 -2.742
C -0.055 -1.991 -3.259
C 0.990 -1.037 -3.848
C -0.506 -2.925 -4.388
C -1.404 -0.365 -0.216
N -2.800 -0.645 -0.010
C -0.543 -1.377 0.624
O 0.433 -2.018 -0.197
C 1.081 -3.024 0.531
C 2.447 -2.665 1.039
O 0.533 -4.095 0.731
N -0.983 0.989 0.294
S -1.899 1.706 1.557
H 5.485 -1.232 5.197
H 6.183 -0.385 6.593
H 4.750 0.249 5.810
H 7.174 -0.123 4.064
H 7.237 1.214 5.233
H 4.699 1.480 4.088
H 6.119 2.482 3.777
H 6.734 0.695 1.968
H 5.182 -0.013 2.367
H 5.029 2.896 1.849
H 5.535 1.989 0.433
H 3.472 0.425 1.085
H 2.986 1.805 2.047
H 3.736 2.373 -0.775
H 2.242 1.490 -0.566
H 2.599 3.794 1.273
H 2.469 4.311 -0.397
H 0.228 4.179 0.841
H 0.625 2.533 1.218
H 1.242 4.145 -1.939
H 0.467 2.874 -2.863
H -1.050 5.268 -1.552
H -2.621 2.749 -2.176
H -3.206 1.484 -1.142
H -4.078 1.872 -3.587
H -2.636 0.991 -4.067
H 0.141 -0.230 -1.559
H -1.770 -0.816 -3.613
H -1.923 -1.989 -2.281
H 0.383 -2.612 -2.485
H 0.469 -0.284 -4.438
H 1.528 -0.488 -3.077
H 1.690 -1.589 -4.464
H -0.713 -2.333 -5.280
H -1.423 -3.454 -4.143
H 0.296 -3.611 -4.636
H -3.027 -0.719 0.972
H -3.031 -1.519 -0.459
H -0.041 -0.847 1.436
H -1.195 -2.120 1.075
H 2.758 -1.700 0.657
H 3.160 -3.435 0.772
H 2.413 -2.600 2.123
H -0.946 1.825 2.501
C 3.731 1.206 9.784
C 5.206 1.020 9.513
O 5.648 0.933 8.378
N 6.035 0.951 10.586
C 5.694 1.033 11.995
H 3.209 1.240 8.833
H 3.339 0.374 10.370
H 3.552 2.140 10.318
H 7.003 0.828 10.337
H 6.214 1.876 12.454
H 6.003 0.119 12.505
H 4.627 1.165 12.130
C 1.279 6.528 -4.587
C 2.120 7.467 -3.758
O 2.665 7.081 -2.732
N 2.247 8.746 -4.179
C 1.674 9.367 -5.361
H 1.293 5.560 -4.098
H 0.248 6.882 -4.640
H 1.679 6.417 -5.595
H 2.821 9.312 -3.574
H 2.471 9.750 -6.000
H 1.037 10.202 -5.066
H 1.082 8.656 -5.926
C -8.252 -4.011 -2.311
C -7.439 -3.829 -1.054
O -7.731 -4.366 0.002
N -6.339 -3.023 -1.126
C -5.828 -2.297 -2.274
H -9.087 -4.662 -2.098
H -8.646 -3.059 -2.660
H -7.643 -4.463 -3.096
H -5.846 -2.945 -0.252
H -4.809 -2.627 -2.495
H -5.806 -1.232 -2.051
H -6.447 -2.463 -3.148
C -12.806 -4.273 -5.017
C -11.864 -4.596 -3.884
O -10.917 -3.874 -3.596
N -12.105 -5.732 -3.185
C -13.172 -6.694 -3.390
H -12.486 -3.343 -5.476
H -12.787 -5.066 -5.766
H -13.824 -4.149 -4.646
H -11.445 -5.900 -2.443
H -13.773 -6.772 -2.481
H -12.742 -7.672 -3.610
H -13.806 -6.401 -4.216
C -5.995 7.538 -2.340
C -4.950 6.471 -2.127
O -4.892 5.809 -1.101
N -4.051 6.254 -3.122
C -3.935 6.916 -4.407
H -6.627 7.583 -1.460
H -5.526 8.512 -2.486
H -6.615 7.302 -3.205
H -3.387 5.529 -2.904
H -4.035 6.185 -5.211
H -2.954 7.387 -4.494
H -4.701 7.674 -4.524
C 11.101 2.792 2.402
C 10.608 1.480 2.973
O 9.953 0.691 2.305
N 10.911 1.197 4.261
C 11.664 1.993 5.203
H 10.775 2.863 1.369
H 10.687 3.634 2.959
H 12.190 2.840 2.430
H 10.550 0.304 4.576
H 12.535 1.431 5.548
H 11.044 2.222 6.072
H 12.000 2.922 4.754
C -14.003 -9.467 -7.062
C -12.723 -8.735 -6.739
O -12.718 -7.570 -6.373
N -11.559 -9.421 -6.869
C -11.366 -10.798 -7.286
H -14.836 -8.788 -6.910
H -14.006 -9.799 -8.100
H -14.130 -10.330 -6.406
H -10.744 -8.874 -6.639
H -10.865 -11.358 -6.495
H -10.743 -10.830 -8.181
H -12.316 -11.274 -7.504
C 10.091 -2.950 7.280
C 11.070 -2.062 6.553
O 10.698 -1.123 5.864
N 12.389 -2.339 6.685
C 13.014 -3.402 7.451
H 9.086 -2.596 7.072
H 10.179 -3.981 6.938
H 10.262 -2.910 8.357
H 12.985 -1.710 6.171
H 13.684 -2.975 8.198
H 13.599 -4.041 6.788
H 12.269 -4.008 7.954

Output
- HOMO-LUMO gap (eV) = 7.07
- net charge = +1
- E_LUMO (eV) = -2.84
- 2S+1 = 1

***

# 3
Entry from the Open Molecules 2025 dataset: 10 unconnected molecules or ions with the total composition C28H58F12N12O24S12 (the ωB97M-V functional and the def2-TZVPD basis).

Cartesian coordinates (Å):
C -12.633 -0.910 -1.174
C -11.901 -1.617 -2.324
N -10.935 -2.556 -1.856
C -11.201 -3.752 -1.271
C -9.974 -4.408 -1.146
N -8.945 -3.633 -1.667
C -9.546 -2.504 -2.004
C -7.600 -4.053 -1.701
H -13.112 -0.040 -1.624
H -11.867 -0.544 -0.490
H -13.494 -1.414 -0.734
H -11.476 -0.880 -3.005
H -12.676 -2.213 -2.806
H -12.200 -4.119 -1.089
H -9.780 -5.397 -0.757
H -9.070 -1.625 -2.413
H -7.104 -3.564 -2.539
H -7.513 -5.129 -1.855
H -7.207 -3.866 -0.702
C 2.909 -3.843 -1.633
C 1.679 -4.237 -0.721
N 0.953 -3.043 -0.382
C -0.215 -2.730 -0.949
C -0.742 -1.569 -0.339
N 0.238 -1.216 0.621
C 1.191 -2.074 0.598
C 0.031 -0.192 1.581
H 3.298 -2.850 -1.408
H 2.685 -4.000 -2.688
H 3.748 -4.530 -1.522
H 1.886 -4.764 0.210
H 1.128 -4.948 -1.337
H -0.569 -3.392 -1.725
H -1.664 -1.009 -0.367
H 1.856 -1.992 1.444
H 0.687 -0.370 2.433
H -1.014 -0.239 1.887
H 0.264 0.777 1.138
C -2.582 5.811 9.936
C -3.459 6.464 8.801
C -3.144 6.012 7.320
N -3.612 7.014 6.233
C -5.157 6.926 6.284
C -3.093 6.652 4.831
C -1.805 7.380 4.635
C -2.312 8.780 5.046
C -3.195 8.446 6.309
H -2.798 6.173 10.941
H -1.498 5.821 9.816
H -2.748 4.735 9.875
H -3.337 7.545 8.868
H -4.472 6.347 9.187
H -3.409 4.972 7.131
H -2.055 5.962 7.280
H -5.592 7.405 7.161
H -5.571 5.919 6.316
H -5.662 7.307 5.396
H -3.863 6.867 4.090
H -2.934 5.584 4.980
H -1.475 7.424 3.597
H -0.991 6.927 5.201
H -2.809 9.264 4.206
H -1.468 9.444 5.232
H -4.050 9.117 6.396
H -2.656 8.405 7.255
C 3.095 2.267 -4.181
C 3.767 3.246 -3.137
C 4.362 4.373 -3.889
N 5.067 5.513 -3.012
C 4.123 5.985 -1.958
C 6.339 5.027 -2.366
C 7.450 5.989 -3.035
C 6.684 7.259 -3.243
C 5.498 6.659 -3.876
H 3.389 2.522 -5.199
H 2.010 2.372 -4.215
H 3.313 1.262 -3.819
H 4.664 2.769 -2.741
H 3.134 3.462 -2.276
H 3.784 4.883 -4.660
H 5.181 3.923 -4.450
H 4.017 5.209 -1.200
H 3.154 6.306 -2.342
H 4.569 6.806 -1.397
H 6.338 5.174 -1.286
H 6.560 4.009 -2.688
H 8.181 6.083 -2.231
H 7.909 5.504 -3.897
H 6.445 7.608 -2.239
H 7.225 7.961 -3.878
H 4.648 7.342 -3.856
H 5.635 6.387 -4.922
N 3.403 -12.715 -4.836
S 2.972 -13.144 -6.345
O 4.055 -13.708 -7.156
O 1.903 -12.417 -7.022
F 2.115 -14.516 -6.043
S 3.879 -11.327 -5.277
O 2.892 -10.265 -5.072
O 4.782 -11.045 -6.398
F 4.807 -10.878 -4.052
N 1.226 -5.709 6.436
S 0.966 -7.376 6.566
O 0.297 -8.046 5.434
O 0.759 -7.916 7.896
F 2.527 -7.618 6.411
S -0.170 -5.356 6.560
O -0.717 -5.442 7.927
O -1.072 -5.246 5.437
F 0.234 -3.817 6.696
N -6.698 1.814 0.628
S -7.681 2.974 0.417
O -8.026 3.846 1.558
O -8.634 2.832 -0.701
F -6.512 3.884 -0.277
S -7.078 1.220 2.138
O -8.382 0.515 2.227
O -6.600 1.920 3.344
F -6.100 -0.015 1.936
N -1.115 -6.673 -10.230
S -0.252 -7.903 -10.335
O -0.947 -9.202 -10.376
O 1.149 -7.837 -10.161
F -0.187 -7.635 -11.912
S -0.623 -6.425 -8.592
O 0.523 -5.473 -8.487
O -0.955 -7.438 -7.563
F -1.902 -5.465 -8.375
N 11.658 -3.922 -3.531
S 10.529 -2.992 -3.189
O 10.556 -1.522 -3.292
O 9.635 -3.500 -2.148
F 9.734 -3.477 -4.508
S 12.874 -3.001 -2.843
O 12.961 -2.806 -1.394
O 13.455 -1.983 -3.665
F 13.908 -4.274 -2.977
N 6.266 0.612 4.173
S 5.978 2.007 4.426
O 5.093 2.772 3.473
O 6.883 2.743 5.214
F 4.780 1.640 5.453
S 7.254 0.920 2.872
O 8.444 1.608 3.110
O 6.529 1.258 1.694
F 7.720 -0.638 2.717

Output
- HOMO-LUMO gap (eV) = 4.61
- net charge = -2
- E_LUMO (eV) = 0.23
- 2S+1 = 1

***

# 4
Entry from the Open Molecules 2025 dataset: a molecular structure, C14H16N6O2S2 (the ωB97M-V functional and the def2-TZVPD basis).

Cartesian coordinates (Å):
C -0.469 -3.637 0.252
H 0.322 -4.046 0.906
O -0.978 -2.428 0.736
C -2.149 -1.995 -0.001
C -1.711 -1.369 -1.370
H -1.423 -1.974 -1.921
H -1.003 -0.658 -0.772
C -2.879 -0.349 -1.977
N -3.489 0.605 -1.041
C -2.857 1.589 -0.290
N -3.898 2.383 0.471
N -5.035 1.571 0.134
N -4.698 0.349 -0.696
S -1.211 2.229 -0.349
C -0.939 2.245 1.288
C -1.138 0.815 2.039
O -2.034 0.263 2.491
N -0.071 -0.074 1.711
C 1.286 0.334 1.008
N 1.680 1.415 0.957
C 2.905 1.254 0.191
C 3.658 2.414 0.079
C 5.006 2.159 -0.568
C 5.374 0.784 -0.647
C 4.631 -0.166 -0.715
C 3.477 -0.044 0.066
S 2.178 -1.369 0.611
H 4.996 -1.191 -0.655
H 6.331 0.510 -1.138
H 5.696 2.820 -0.834
H 3.447 3.440 0.029
H -0.306 -1.030 1.636
H 0.106 2.700 1.550
H -1.719 2.773 1.825
H -3.714 -1.082 -2.165
H -2.426 0.369 -2.688
H -2.678 -1.285 0.556
H -2.915 -2.730 -0.001
H 0.025 -3.319 -0.714
H -1.376 -4.274 0.005

Output
- HOMO-LUMO gap (eV) = 8.72
- ΔE to the lowest compared entry with this formula, charge and spin (kcal/mol) = 268.8
- net charge = 0
- E_LUMO (eV) = 0.07
- 2S+1 = 1

***

# 5
Entry from the Open Molecules 2025 dataset: 2 unconnected molecules or ions with the total composition C5H10O (the ωB97M-V functional and the def2-TZVPD basis).

Cartesian coordinates (Å):
C -0.962 -0.838 -0.883
C -0.966 0.314 -0.240
O -0.041 1.292 -0.386
C -0.712 2.538 -0.378
H -1.972 -1.183 -0.938
H -0.153 -1.168 -1.523
H -1.767 0.534 0.470
H -1.150 2.721 0.613
H 0.029 3.299 -0.613
H -1.524 2.570 -1.123
C 1.138 -2.113 1.151
C 1.977 -1.251 0.591
H 1.049 -3.141 0.807
H 0.471 -1.819 1.957
H 2.028 -0.212 0.906
H 2.620 -1.537 -0.238

Output
- HOMO-LUMO gap (eV) = 9.87
- ΔE to the lowest compared entry with this formula, charge and spin (kcal/mol) = 66.2
- structure (SMILES) = C=COC.C=C
- net charge = 0
- E_LUMO (eV) = 1.11
- 2S+1 = 1

***

# 6
Entry from the Open Molecules 2025 dataset: a molecular structure, C26H40BN9O7PSY (the ωB97M-V functional and the def2-TZVPD basis).

Cartesian coordinates (Å):
Y 0.235 -0.609 1.321
O 0.246 -5.210 -0.518
C 0.073 -3.945 -0.113
O 0.981 -3.187 0.098
C -1.363 -3.566 0.049
C -2.420 -4.405 -0.253
C -3.707 -3.926 -0.040
C -3.886 -2.656 0.481
C -2.760 -1.891 0.752
N -1.532 -2.333 0.519
C -2.752 -0.488 1.372
O -4.072 -0.033 1.365
O -1.831 0.278 0.845
H 1.203 -5.358 -0.567
H -2.234 -5.396 -0.637
H -4.563 -4.548 -0.268
H -4.864 -2.246 0.684
H -4.122 0.770 1.902
B 3.024 -1.458 3.489
N 1.867 -2.514 3.586
C 1.881 -3.651 4.289
C 0.631 -4.243 4.215
C -0.108 -3.363 3.428
N 0.642 -2.326 3.051
N 3.474 -1.313 2.002
C 4.685 -1.574 1.498
C 4.666 -1.327 0.135
C 3.358 -0.917 -0.113
N 2.651 -0.897 1.017
H 3.961 -1.921 4.093
H 2.637 -0.405 3.912
H 2.781 -3.947 4.801
H 0.305 -5.159 4.677
H -1.143 -3.411 3.124
H 5.469 -1.915 2.152
H 5.475 -1.434 -0.566
H 2.872 -0.648 -1.037
O 0.468 -0.180 -0.988
P 0.172 1.212 -1.494
N -1.385 1.368 -2.027
C -1.946 0.103 -2.555
C -3.379 0.448 -2.995
C -3.574 1.923 -2.620
C -2.511 2.190 -1.563
N 1.199 1.461 -2.764
C 1.653 0.380 -3.650
C 1.213 0.846 -5.032
C 1.462 2.353 -4.960
C 1.082 2.720 -3.518
N 0.500 2.333 -0.349
C -0.298 3.487 0.108
C 0.669 4.263 0.999
C 2.024 3.994 0.358
C 1.930 2.511 0.040
H -1.945 -0.657 -1.770
H -1.331 -0.269 -3.378
H -4.090 -0.190 -2.472
H -3.520 0.286 -4.063
H -4.575 2.136 -2.245
H -3.398 2.561 -3.488
H -2.839 1.866 -0.573
H -2.241 3.241 -1.531
H 1.232 -0.573 -3.336
H 2.744 0.292 -3.605
H 0.148 0.642 -5.170
H 1.761 0.361 -5.839
H 0.889 2.922 -5.690
H 2.520 2.562 -5.134
H 0.054 3.094 -3.465
H 1.742 3.486 -3.104
H -1.183 3.150 0.646
H -0.603 4.109 -0.738
H 0.655 3.845 2.005
H 0.405 5.319 1.058
H 2.864 4.217 1.015
H 2.141 4.579 -0.559
H 2.133 1.914 0.930
H 2.586 2.186 -0.767
C 0.298 1.742 3.747
O 0.607 0.943 2.665
H -0.231 1.187 4.538
H -0.348 2.588 3.462
H 1.200 2.158 4.216
O -3.739 0.931 4.006
S -2.701 -0.090 4.081
N -2.274 -0.779 2.824

Output
- HOMO-LUMO gap (eV) = 7.95
- ΔE to the lowest compared entry with this formula, charge and spin (kcal/mol) = 8.4
- net charge = 0
- E_LUMO (eV) = -0.37
- 2S+1 = 1

***

| no. | E_HOMO (eV) |
| --- | --- |
| 1 | -13.19 |
| 2 | -9.91 |
| 3 | -4.38 |
| 4 | -8.65 |
| 5 | -8.76 |
| 6 | -8.32 |